Record 1
Entry from OMol25: 13 unconnected molecules or ions with the total composition C6H39NO12 in a non-equilibrium geometry (wB97M-V/def2-TZVPD).

Last column: Mulliken charge in e.
Positions of all 58 atoms, in Å:
1 C 1.137 -1.731 -0.367  -1.6163
2 C 2.508 -1.191 0.051  1.4398
3 C 2.863 0.155 -0.571  -1.4015
4 C 3.575 -2.208 -0.525  -1.6329
5 C -0.047 -1.055 0.335  0.5416
6 N -0.523 -1.659 1.631  -0.0819
7 C 0.527 -2.173 2.514  -0.9600
8 H 1.071 -2.790 -0.138  0.4927
9 H 1.061 -1.585 -1.446  0.4361
10 H 2.800 -1.126 1.093  0.2998
11 H 3.934 0.368 -0.574  0.4958
12 H 2.456 1.008 -0.017  -0.0170
13 H 2.585 0.213 -1.624  0.4070
14 H 4.293 -2.425 0.267  0.3368
15 H 4.139 -1.814 -1.369  0.3774
16 H 3.138 -3.156 -0.839  0.4114
17 H -0.017 0.022 0.554  0.0219
18 H -0.897 -1.054 -0.344  -0.3330
19 H -1.273 -2.285 1.384  0.1908
20 H 0.331 -3.223 2.752  0.3248
21 H 0.601 -1.511 3.370  0.2142
22 H 1.466 -2.343 2.013  0.2674
23 H 0.776 3.178 -0.718  0.3807
24 H 1.855 4.049 -0.194  0.3723
25 O 1.098 3.545 0.143  -0.7994
26 H 1.166 2.377 2.940  0.3096
27 H 1.221 1.083 3.819  0.3019
28 O 1.698 1.893 3.567  -0.6184
29 H 3.833 2.300 1.876  0.3013
30 H 2.777 2.867 0.690  0.2899
31 O 3.603 2.446 0.958  -0.6164
32 H -1.765 -4.352 -0.415  0.3028
33 H -1.219 -3.907 -1.743  0.3165
34 O -1.226 -4.654 -1.135  -0.6468
35 H -3.946 -0.038 -1.877  0.2869
36 H -3.103 0.974 -1.053  0.3456
37 O -3.350 -0.020 -1.129  -0.7048
38 H -1.560 0.046 2.231  0.3919
39 H -2.642 0.719 3.099  0.2207
40 O -2.111 0.857 2.298  -0.6462
41 H -4.002 -0.993 1.582  0.2610
42 H -3.025 -0.996 0.417  0.3449
43 O -3.172 -1.394 1.304  -0.6054
44 H -2.506 2.586 -0.053  0.4871
45 H -2.007 2.635 -1.528  0.4223
46 O -2.772 2.439 -0.991  -0.7749
47 H -1.327 1.048 -4.031  0.3171
48 H -0.550 0.020 -3.318  0.3423
49 O -0.434 0.864 -3.820  -0.7194
50 H -1.030 3.475 0.840  0.3474
51 H -1.674 2.536 1.892  0.3870
52 O -1.882 3.240 1.232  -0.7546
53 H -2.930 -1.717 -1.945  0.2851
54 H -2.473 -2.291 -3.364  0.2602
55 O -2.180 -2.036 -2.474  -0.5174
56 H -0.018 2.142 -2.609  0.3630
57 H -0.565 3.726 -2.555  0.2987
58 O -0.286 2.916 -2.077  -0.7475

Summary:
- maximum force (eV/Å) = 3.07
- Kohn-Sham gap (eV) = 8.5415
- total energy (eV) = -32914.6582
- ΔE to the lowest compared entry with this formula, charge and spin (kcal per mole) = 64.59
- E_HOMO (eV) = -8.71
- 2S+1 = 1


Record 2
Entry from OMol25: a molecular structure, C56H41AsClIN2OPPt (wB97M-V/def2-TZVPD).

Last column: Mulliken charge in e.
Positions of all 105 atoms, in Å:
1 Pt -0.048 -0.173 0.435  4.5640
2 Cl -1.669 -5.824 5.019  -0.0916
3 C -1.069 -4.386 4.377  0.1622
4 C 0.180 -3.884 4.811  -0.5588
5 C 0.665 -2.732 4.278  -0.4778
6 C -0.055 -2.012 3.250  0.1300
7 O 0.441 -0.987 2.737  -0.3721
8 C -1.365 -2.514 2.871  0.3920
9 C -2.269 -1.759 2.023  -0.4883
10 N -1.997 -0.748 1.272  -0.5216
11 C -3.105 -0.100 0.653  -0.7154
12 C -4.305 0.111 1.277  0.0007
13 C -5.367 0.715 0.569  -1.2705
14 C -5.213 1.078 -0.740  -0.9945
15 C -3.972 0.888 -1.398  0.9642
16 C -3.751 1.197 -2.762  -1.0583
17 C -2.524 0.959 -3.311  -1.8668
18 C -1.493 0.471 -2.488  0.2982
19 N -1.659 0.187 -1.220  0.1412
20 C -2.899 0.339 -0.676  0.2909
21 C -1.841 -3.675 3.435  -1.0756
22 H 0.727 -4.432 5.566  0.5326
23 H 1.617 -2.321 4.589  0.5286
24 H -3.308 -2.084 2.063  0.8216
25 H -4.441 -0.164 2.314  0.7724
26 H -6.310 0.877 1.071  0.4945
27 H -6.036 1.516 -1.290  0.5562
28 H -4.558 1.607 -3.355  0.5717
29 H -2.318 1.160 -4.352  0.6178
30 H -0.506 0.312 -2.898  0.3507
31 H -2.821 -4.059 3.183  0.5836
32 I 2.766 0.045 1.355  0.3668
33 C 3.806 1.270 0.047  0.6445
34 C 5.023 0.829 -0.391  -0.7692
35 C 5.910 1.730 -1.015  -0.9964
36 C 5.583 3.052 -1.081  -0.9738
37 C 4.331 3.527 -0.610  0.6446
38 C 4.063 4.917 -0.595  -0.8013
39 C 2.885 5.399 -0.102  -1.3308
40 C 1.879 4.492 0.268  -0.5646
41 C 2.084 3.128 0.248  0.9951
42 P 0.486 2.248 0.212  1.3827
43 C -0.260 2.977 -1.259  1.4460
44 C -1.395 3.784 -1.270  -0.5360
45 C -1.788 4.399 -2.452  -0.8781
46 C -1.052 4.224 -3.613  -0.7538
47 C 0.093 3.435 -3.601  -0.8718
48 C 0.489 2.814 -2.431  -1.2701
49 C -0.390 2.597 1.733  0.9922
50 C -1.788 2.602 1.818  -0.1182
51 C -2.405 2.829 3.035  -1.3668
52 C -1.641 3.031 4.178  -0.8553
53 C -0.253 3.004 4.107  -0.9611
54 C 0.374 2.785 2.896  -1.0075
55 C 3.368 2.616 -0.105  -0.0499
56 H 5.329 -0.193 -0.223  0.5617
57 H 6.868 1.377 -1.369  0.5426
58 H 6.285 3.771 -1.479  0.4688
59 H 4.825 5.594 -0.958  0.4737
60 H 2.696 6.461 -0.050  0.4668
61 H 0.905 4.893 0.525  0.5136
62 H -1.954 3.981 -0.367  0.5090
63 H -2.659 5.040 -2.454  0.5299
64 H -1.356 4.720 -4.525  0.4790
65 H 0.685 3.324 -4.499  0.5037
66 H 1.404 2.226 -2.418  0.6228
67 H -2.398 2.435 0.940  0.3835
68 H -3.485 2.861 3.091  0.5613
69 H -2.128 3.220 5.125  0.4648
70 H 0.339 3.169 4.996  0.5220
71 H 1.454 2.788 2.843  0.4161
72 C 1.709 -6.203 1.036  -0.7740
73 C 1.075 -6.159 -0.197  -0.8793
74 C 0.771 -4.939 -0.783  -0.7042
75 C 1.106 -3.759 -0.122  0.2886
76 C 1.735 -3.801 1.119  0.1722
77 C 2.040 -5.027 1.694  -0.7688
78 As 0.776 -2.095 -1.022  0.9399
79 C 2.411 -1.654 -1.935  0.3331
80 C 3.557 -2.402 -1.678  -0.5412
81 C 4.736 -2.107 -2.349  -1.0478
82 C 4.780 -1.062 -3.259  -0.6786
83 C 3.640 -0.307 -3.507  -1.1575
84 C 2.458 -0.603 -2.848  0.1072
85 C -0.523 -2.533 -2.361  0.2831
86 C -1.829 -2.809 -1.959  -0.3356
87 C -2.776 -3.180 -2.898  -0.6710
88 C -2.421 -3.271 -4.240  -0.7466
89 C -1.119 -3.010 -4.638  -0.8379
90 C -0.161 -2.646 -3.699  -0.3802
91 H 1.953 -7.158 1.482  0.4571
92 H 0.822 -7.078 -0.707  0.4732
93 H 0.278 -4.917 -1.746  0.5126
94 H 2.019 -2.887 1.620  0.2492
95 H 2.549 -5.065 2.648  0.5311
96 H 3.531 -3.236 -0.987  0.4811
97 H 5.618 -2.707 -2.170  0.4504
98 H 5.698 -0.842 -3.787  0.4630
99 H 3.670 0.496 -4.230  0.5246
100 H 1.570 -0.025 -3.080  0.3323
101 H -2.110 -2.739 -0.913  0.3530
102 H -3.787 -3.405 -2.589  0.4890
103 H -3.160 -3.562 -4.974  0.4428
104 H -0.843 -3.099 -5.679  0.4839
105 H 0.858 -2.463 -4.020  0.4873

Summary:
- maximum force (eV/Å) = 0.46
- Kohn-Sham gap (spin up / spin down) (eV) = 6.8795 / 4.9598
- total energy (eV) = -157737.4940
- ΔE to the lowest compared entry with this formula, charge and spin (kcal per mole) = 14.87
- net charge = +3
- E_HOMO (spin up / spin down) (eV) = -14.93 / -15.31
- 2S+1 = 5


Record 3
Entry from OMol25: 5 unconnected molecules or ions with the total composition C2H14O4 in a non-equilibrium geometry (wB97M-V/def2-TZVPD).

Last column: Mulliken charge in e.
Positions of all 20 atoms, in Å:
1 C -1.335 -0.872 -1.096  -0.6660
2 C 0.067 -0.735 -1.881  -0.6676
3 H -1.115 -1.666 -0.399  0.1931
4 H -2.161 -1.183 -1.726  0.3949
5 H -1.629 0.200 -0.846  0.0661
6 H -0.040 -1.297 -2.801  0.3090
7 H 0.281 0.355 -2.142  0.1374
8 H 0.932 -1.192 -1.350  0.2438
9 H -0.811 -0.288 1.535  0.4069
10 H -1.352 -0.665 2.965  0.2606
11 O -1.473 -0.123 2.199  -0.6397
12 H 3.018 1.735 0.267  0.2792
13 H 2.539 1.250 -0.965  0.2609
14 O 2.599 0.980 -0.126  -0.5300
15 H 1.355 -0.843 0.671  0.3305
16 H 1.084 -1.741 2.049  0.2557
17 O 0.905 -1.558 1.119  -0.6355
18 H -1.298 1.927 1.134  0.2972
19 H -1.001 3.200 0.444  0.3050
20 O -0.567 2.513 0.948  -0.6015

Summary:
- maximum force (eV/Å) = 5.52
- SMILES string = CC.O.O.O.O
- Kohn-Sham gap (eV) = 11.5708
- total energy (eV) = -10490.2295
- ΔE to the lowest compared entry with this formula, charge and spin (kcal per mole) = 31.10
- E_HOMO (eV) = -10.94
- 2S+1 = 1


Record 4
Entry from OMol25: a molecular structure, C47H59BF4GeN5OP2SSeY (wB97M-V/def2-TZVPD).

Last column: Mulliken charge in e.
Positions of all 123 atoms, in Å:
1 Y -0.196 0.497 0.356  -0.6949
2 C 3.288 -0.418 -1.782  -2.4390
3 N 2.552 -1.010 -2.892  1.0415
4 C 1.810 -2.204 -2.549  -2.0044
5 P 0.665 -2.078 -1.086  1.0348
6 C -0.811 -2.899 -1.787  0.6122
7 C -1.361 -2.375 -2.958  -0.1559
8 C -2.496 -2.937 -3.521  -1.0224
9 C -3.100 -4.032 -2.918  -0.7546
10 C -2.565 -4.554 -1.749  -0.8610
11 C -1.431 -3.989 -1.180  -0.7773
12 C 1.360 -3.322 0.050  0.7848
13 C 1.667 -4.604 -0.424  -0.5966
14 C 2.225 -5.549 0.416  -0.9458
15 C 2.490 -5.230 1.745  -0.7331
16 C 2.190 -3.967 2.224  -0.9495
17 C 1.627 -3.017 1.379  -0.8345
18 C 3.242 -1.083 -4.147  1.0321
19 C 3.967 0.022 -4.602  0.0506
20 C 4.616 -0.011 -5.823  -1.0244
21 C 4.554 -1.139 -6.629  -0.6721
22 C 3.839 -2.235 -6.186  -0.7901
23 C 3.191 -2.217 -4.956  -0.8282
24 P 2.339 1.038 -1.124  1.9821
25 C 3.496 1.878 -0.009  0.2593
26 C 3.175 3.153 0.459  -0.2929
27 C 3.996 3.793 1.371  -0.7327
28 C 5.145 3.163 1.834  -0.7351
29 C 5.471 1.897 1.375  -0.7641
30 C 4.651 1.255 0.458  -0.8393
31 C 2.249 2.080 -2.609  1.3732
32 C 3.152 3.109 -2.856  -0.6842
33 C 3.095 3.814 -4.052  -0.9146
34 C 2.148 3.486 -5.011  -0.7862
35 C 1.246 2.457 -4.771  -0.6949
36 C 1.292 1.764 -3.574  -0.2463
37 H 4.258 -0.061 -2.123  1.0444
38 H 3.480 -1.147 -0.985  0.5119
39 H 2.471 -3.062 -2.362  0.7836
40 H 1.180 -2.467 -3.395  1.0847
41 H -0.895 -1.527 -3.452  0.2551
42 H -2.899 -2.531 -4.440  0.4870
43 H -3.972 -4.487 -3.370  0.4402
44 H -3.016 -5.426 -1.290  0.4876
45 H -1.020 -4.415 -0.274  0.4613
46 H 1.459 -4.870 -1.454  0.4493
47 H 2.458 -6.536 0.037  0.4805
48 H 2.933 -5.969 2.400  0.4319
49 H 2.401 -3.708 3.254  0.5344
50 H 1.413 -2.032 1.772  0.7745
51 H 4.015 0.927 -4.014  0.2780
52 H 5.170 0.860 -6.150  0.4408
53 H 5.061 -1.161 -7.585  0.4046
54 H 3.785 -3.131 -6.793  0.4077
55 H 2.667 -3.110 -4.650  0.3922
56 H 2.280 3.646 0.096  0.4504
57 H 3.747 4.786 1.723  0.4592
58 H 5.786 3.663 2.548  0.4161
59 H 6.368 1.405 1.729  0.4545
60 H 4.924 0.266 0.114  0.3773
61 H 3.912 3.357 -2.126  0.4564
62 H 3.807 4.608 -4.242  0.5010
63 H 2.118 4.025 -5.949  0.4644
64 H 0.511 2.193 -5.520  0.4963
65 H 0.592 0.955 -3.399  -0.1083
66 S -0.456 2.951 -0.973  -0.4402
67 C -0.460 4.316 0.045  -0.0148
68 N -0.069 5.482 -0.564  0.0991
69 C 0.041 6.653 0.092  -0.2290
70 C -0.245 6.689 1.425  -1.0199
71 C -0.657 5.482 2.001  0.0469
72 N -0.767 4.344 1.339  0.0782
73 H 0.157 5.427 -1.550  0.2099
74 H 0.358 7.504 -0.494  0.4590
75 H -0.167 7.599 1.998  0.4749
76 H -0.917 5.444 3.054  0.4776
77 C -3.764 -0.705 -1.030  -1.3347
78 N -3.726 -1.641 0.079  0.8111
79 C -5.020 -2.265 0.369  -0.8274
80 C -5.013 -2.968 1.710  -0.3948
81 C -3.723 -3.756 1.813  -0.6282
82 N -2.584 -2.848 1.692  0.5490
83 C -1.479 -3.022 2.625  -1.2684
84 C -2.604 -1.870 0.783  -0.3219
85 O -1.559 -1.173 0.559  2.0128
86 H -4.237 -1.183 -1.888  0.4268
87 H -2.764 -0.415 -1.327  0.2084
88 H -4.343 0.181 -0.759  0.2730
89 H -5.247 -2.967 -0.439  0.3618
90 H -5.776 -1.479 0.345  0.4391
91 H -5.880 -3.622 1.787  0.4297
92 H -5.067 -2.244 2.524  0.0032
93 H -3.675 -4.507 1.018  0.1351
94 H -3.633 -4.276 2.763  0.4558
95 H -0.968 -3.970 2.444  0.2745
96 H -1.863 -3.017 3.646  0.6214
97 H -0.767 -2.214 2.511  0.1214
98 C -4.493 0.187 4.582  -0.7845
99 Ge -2.967 1.329 5.022  0.5428
100 C -1.469 0.242 5.657  -0.8625
101 C -3.461 2.698 6.327  -1.2014
102 C -2.403 2.307 3.382  -1.1465
103 Se -2.729 1.371 1.698  0.2504
104 C -3.746 2.737 0.759  -1.3918
105 H -4.926 -0.222 5.496  0.4762
106 H -4.173 -0.642 3.949  -0.1444
107 H -5.273 0.738 4.053  0.3539
108 H -1.757 -0.312 6.551  0.4465
109 H -0.608 0.863 5.906  0.3570
110 H -1.156 -0.475 4.898  -0.0283
111 H -3.784 2.232 7.258  0.3819
112 H -4.280 3.316 5.957  0.3761
113 H -2.616 3.349 6.556  0.3655
114 H -1.346 2.568 3.404  0.2213
115 H -2.969 3.235 3.294  0.6205
116 H -4.693 2.885 1.271  0.4524
117 H -3.932 2.380 -0.251  0.3649
118 H -3.185 3.663 0.718  0.2819
119 F -0.115 -0.014 2.686  -0.0419
120 B 1.080 0.825 2.766  -0.0393
121 F 1.502 1.091 3.996  -0.1940
122 F 1.963 0.161 1.892  -0.0707
123 F 0.637 1.973 2.004  0.4112

Summary:
- maximum force (eV/Å) = 0.69
- Kohn-Sham gap (eV) = 6.5420
- total energy (eV) = -223058.6701
- ΔE to the lowest compared entry with this formula, charge and spin (kcal per mole) = 5.88
- net charge = +2
- E_HOMO (eV) = -11.95
- 2S+1 = 1


2S+1 of number 3 (C2H14O4)? 1